1.
{"formula": "C38H48N4O2S2Sn", "method": "ωB97M-V with the def2-TZVPD basis set", "symbols": ["Sn", "S", "C", "C", "C", "C", "N", "C", "C", "C", "S", "C", "N", "H", "H", "C", "O", "C", "C", "O", "C", "H", "H", "H", "H", "H", "H", "H", "H", "H", "H", "C", "C", "C", "C", "C", "C", "C", "C", "C", "C", "C", "C", "N", "C", "C", "N", "C", "C", "C", "C", "C", "C", "C", "C", "C", "C", "C", "C", "H", "H", "H", "H", "H", "H", "H", "H", "H", "H", "H", "H", "H", "H", "H", "H", "H", "H", "H", "H", "H", "H", "H", "H", "H", "H", "H", "H", "H", "H", "H", "H", "H", "H", "H", "H"], "xyz": [[-1.03, -0.44, 0.41], [-0.63, 1.93, -0.52], [0.67, 1.74, -1.70], [0.47, 1.99, -3.03], [1.46, 1.62, -4.14], [1.43, 2.60, -5.23], [1.41, 3.33, -6.12], [2.73, -0.24, -4.28], [2.13, -1.52, -3.60], [1.82, -0.41, -1.34], [3.06, -1.41, -0.48], [3.68, -0.59, -5.33], [4.43, -0.87, -6.15], [-0.50, 2.33, -3.37], [2.55, -2.48, -3.86], [-3.48, 0.78, -2.37], [-3.51, -0.18, -1.32], [-4.73, -0.17, -0.61], [-4.68, -1.21, 0.47], [-3.73, -0.82, 1.45], [-3.73, -1.68, 2.58], [-4.26, 0.56, -3.11], [-2.50, 0.72, -2.83], [-3.63, 1.79, -1.98], [-5.57, -0.39, -1.28], [-4.90, 0.82, -0.16], [-4.41, -2.18, 0.05], [-5.67, -1.29, 0.93], [-4.71, -1.67, 3.07], [-2.98, -1.31, 3.28], [-3.49, -2.71, 2.30], [-2.63, 2.39, 2.63], [-1.63, 2.35, 3.78], [-0.36, 3.14, 3.41], [-1.36, 0.95, 4.31], [-1.80, 0.66, 5.60], [-1.59, -0.57, 6.20], [-0.93, -1.56, 5.49], [-0.47, -1.33, 4.20], [0.26, -2.43, 3.45], [-0.49, -3.77, 3.49], [1.69, -2.59, 3.99], [-0.68, -0.07, 3.61], [-0.20, 0.14, 2.29], [1.09, 0.59, 2.14], [1.84, 0.38, 1.04], [1.48, -0.64, 0.07], [1.98, 1.06, -1.55], [1.21, -1.31, -2.45], [0.72, -0.97, -3.85], [1.29, 0.17, -4.69], [2.98, 1.21, -3.69], [2.94, 1.66, -2.28], [3.31, 3.10, -1.99], [3.03, 4.16, -3.06], [4.80, 3.09, -1.64], [0.51, -2.61, -1.96], [-0.98, -2.68, -2.31], [1.18, -3.91, -2.41], [-2.86, 3.43, 2.36], [-3.57, 1.89, 2.89], [-2.23, 1.91, 1.74], [-2.10, 2.88, 4.61], [0.02, 2.84, 2.44], [0.42, 3.00, 4.16], [-0.60, 4.21, 3.36], [-2.31, 1.44, 6.16], [-1.94, -0.76, 7.21], [-0.76, -2.53, 5.96], [0.35, -2.14, 2.41], [-0.55, -4.17, 4.50], [0.03, -4.51, 2.88], [-1.50, -3.66, 3.10], [1.67, -2.91, 5.04], [2.24, -1.65, 3.93], [2.24, -3.34, 3.41], [1.51, 1.21, 2.93], [2.80, 0.86, 0.94], [-0.15, -1.51, -4.21], [1.00, 0.09, -5.73], [3.73, 1.71, -4.30], [2.75, 3.36, -1.08], [3.53, 3.94, -4.00], [3.39, 5.13, -2.71], [1.96, 4.25, -3.25], [5.40, 2.79, -2.50], [5.02, 2.40, -0.82], [5.12, 4.09, -1.33], [0.59, -2.59, -0.87], [-1.13, -3.04, -3.34], [-1.49, -1.72, -2.22], [-1.49, -3.39, -1.65], [1.12, -4.04, -3.49], [0.66, -4.76, -1.95], [2.22, -3.95, -2.10]], "mulliken_charge": [0.120, -0.332, 0.868, -2.247, 1.782, 0.100, -0.685, 0.593, -1.803, 0.646, -0.268, 0.225, -0.639, 0.377, 0.621, -0.559, -0.067, -0.577, -0.580, 0.018, -0.712, 0.394, -0.137, 0.343, 0.338, 0.319, 0.309, 0.374, 0.356, 0.104, 0.276, -1.073, 0.476, -1.498, 1.025, -1.367, -1.432, -0.591, 1.154, 2.316, -1.595, -1.760, -0.741, 1.365, -0.171, -1.596, 0.583, -0.713, 1.772, -1.431, -0.757, -0.551, 0.258, 0.155, -1.577, -1.701, 1.287, -2.340, -1.968, 0.489, 0.237, -0.021, 0.554, 0.245, 0.333, 0.477, 0.404, 0.369, 0.343, -1.220, 0.375, 0.451, 0.198, 0.355, 0.375, 0.429, 0.435, 0.665, 0.579, 0.507, 1.119, 0.272, 0.256, 0.537, 0.290, 0.360, 0.334, 0.464, -0.111, 0.499, 0.610, 0.485, 0.390, 0.472, 0.358], "max_force_ha_per_bohr": 0.0099, "relative_energy_kj_mol": 715.2, "total_charge": 0, "homo_ev": -7.5}


2.
{"formula": "C38H49ClN4O4PPt", "method": "ωB97M-V with the def2-TZVPD basis set", "symbols": ["O", "C", "C", "C", "H", "C", "H", "C", "H", "C", "H", "C", "H", "H", "C", "C", "H", "H", "H", "C", "C", "H", "H", "H", "H", "Pt", "Cl", "C", "O", "N", "C", "C", "H", "H", "H", "H", "H", "H", "H", "H", "H", "C", "C", "N", "H", "C", "O", "H", "H", "H", "H", "H", "H", "C", "C", "N", "H", "C", "O", "H", "H", "H", "H", "N", "P", "C", "C", "C", "C", "C", "C", "C", "C", "C", "C", "C", "C", "C", "C", "C", "C", "C", "C", "H", "H", "H", "H", "H", "H", "H", "H", "H", "H", "H", "H", "H", "H", "H"], "xyz": [[1.87, 2.13, -3.12], [1.19, 1.15, -3.33], [-0.17, 1.18, -4.01], [-1.50, 1.11, -3.49], [-1.72, 0.78, -2.46], [-2.58, 1.37, -4.36], [-3.61, 1.42, -3.99], [-2.35, 1.57, -5.73], [-3.15, 1.86, -6.41], [-1.07, 1.38, -6.25], [-0.83, 1.50, -7.31], [0.00, 1.13, -5.39], [1.01, 0.93, -5.77], [1.51, 0.13, -3.25], [1.58, -1.37, -0.94], [0.10, -1.13, -1.27], [1.95, -2.15, -1.60], [1.71, -1.68, 0.10], [2.26, -0.50, -1.09], [-0.37, -1.68, -2.43], [-0.35, -3.14, -2.51], [-0.96, -1.09, -3.11], [-0.17, -3.42, -3.53], [-1.32, -3.52, -2.18], [0.44, -3.52, -1.87], [-0.99, -0.26, 0.21], [-2.46, -1.95, -0.04], [-0.69, -2.38, 2.79], [0.45, -1.92, 2.85], [-1.44, -2.80, 3.85], [-0.77, -2.90, 5.12], [-2.63, -3.60, 3.64], [-1.23, -2.50, 1.83], [-0.07, -2.07, 5.24], [-0.22, -3.85, 5.19], [-1.51, -2.87, 5.92], [-2.98, -3.46, 2.62], [-3.42, -3.28, 4.33], [-2.41, -4.66, 3.81], [-1.24, 5.37, -2.05], [-2.65, 4.25, -0.12], [-0.95, 4.37, -2.35], [-2.35, 3.30, -0.59], [-1.08, 3.43, -1.26], [0.09, 4.37, -2.68], [0.03, 2.93, -0.70], [0.04, 2.03, 0.16], [-2.31, 2.51, 0.15], [0.94, 3.43, -1.04], [-1.58, 4.05, -3.18], [-3.11, 3.07, -1.34], [4.44, 0.23, 2.87], [5.11, 2.74, 1.54], [4.36, -0.08, 1.82], [4.93, 2.07, 0.67], [3.96, 1.04, 0.99], [3.60, -0.85, 1.74], [2.63, 1.21, 0.76], [1.77, 0.47, 1.25], [4.54, 2.67, -0.16], [2.42, 2.05, 0.07], [5.33, -0.45, 1.46], [5.88, 1.60, 0.39], [-1.43, 0.38, 1.90], [-1.36, 1.43, 3.16], [-2.53, 2.76, 3.08], [-3.74, 2.59, 2.38], [-4.77, 3.53, 2.52], [-4.61, 4.65, 3.34], [-3.42, 4.82, 4.05], [-2.39, 3.88, 3.93], [0.31, 2.00, 3.52], [0.71, 3.34, 3.40], [2.01, 3.71, 3.77], [2.94, 2.75, 4.19], [2.54, 1.41, 4.28], [1.24, 1.04, 3.94], [-1.96, 0.49, 4.54], [-1.42, 0.67, 5.82], [-2.05, 0.09, 6.92], [-3.23, -0.64, 6.75], [-3.77, -0.81, 5.47], [-3.13, -0.26, 4.35], [-3.87, 1.72, 1.74], [-5.71, 3.38, 1.98], [-5.42, 5.38, 3.46], [-3.28, 5.68, 4.71], [-1.48, 3.99, 4.52], [0.02, 4.10, 3.03], [2.31, 4.76, 3.72], [3.97, 3.04, 4.44], [3.23, 0.65, 4.62], [0.95, -0.01, 3.99], [-0.52, 1.26, 5.94], [-1.62, 0.23, 7.92], [-3.75, -1.06, 7.63], [-4.71, -1.37, 5.33], [-3.54, -0.39, 3.35]], "mulliken_spin": [0.002, 0.001, 0.000, -0.004, 0.018, 0.005, 0.000, 0.000, 0.000, 0.000, 0.000, 0.001, 0.000, -0.002, -0.044, 0.306, 0.008, 0.000, -0.001, -0.064, 0.013, 0.004, 0.001, 0.004, 0.000, 1.032, 0.192, 0.003, -0.004, -0.003, 0.000, -0.007, 0.013, 0.000, 0.000, 0.000, 0.009, 0.000, 0.000, 0.000, 0.001, 0.002, 0.014, -0.016, -0.001, 0.087, -0.032, -0.002, -0.004, 0.000, 0.000, 0.000, 0.000, 0.001, 0.000, 0.000, 0.000, 0.034, 0.043, 0.000, 0.003, 0.000, 0.000, 0.333, -0.028, 0.015, -0.005, 0.003, 0.002, 0.000, 0.008, 0.024, 0.011, -0.008, 0.012, 0.000, -0.003, 0.003, -0.005, 0.001, 0.001, 0.005, 0.022, -0.002, 0.000, 0.000, 0.000, 0.001, 0.003, 0.000, 0.001, 0.000, -0.006, 0.002, 0.000, 0.000, 0.000, -0.004], "spin_multiplicity": 3, "max_force_ha_per_bohr": 0.1353, "s_squared": 2.012, "relative_energy_kj_mol": 66.9, "total_charge": -1, "homo_ev": [-1.7, -2.5]}